Entry 1:
{
  "formula": "C2H7NO3",
  "method": "ωB97M-V/def2-TZVPD",
  "orbital_gap_ev": 10.972,
  "lumo_energy_ev": 0.73,
  "smiles": "CNC(=O)O.O",
  "species": ["H", "N", "H", "C", "O", "O", "H", "H", "H", "C", "H", "H", "O"],
  "positions_angstrom": [[1.131, 1.440, 3.888], [0.327, -0.360, -1.363], [-0.836, -0.040, 1.367], [-0.831, -0.930, -2.077], [-0.753, -0.537, 0.573], [0.555, 1.674, 3.126], [1.200, 1.379, 2.429], [0.955, 0.262, -1.855], [-1.651, -0.914, -1.331], [0.402, -0.065, -0.030], [-0.615, -1.909, -2.341], [-1.256, -0.380, -2.934], [1.373, 0.380, 0.549]],
  "nbo_charge": [0.463, -0.633, 0.504, -0.422, -0.714, -0.958, 0.490, 0.401, 0.234, 0.888, 0.198, 0.206, -0.656]
}

Entry 2:
{
  "formula": "C5H13N2S",
  "method": "ωB97M-V/def2-TZVPD",
  "total_charge": -1,
  "orbital_gap_ev": 6.141,
  "lumo_energy_ev": 3.41,
  "species": ["H", "S", "C", "H", "C", "H", "H", "H", "C", "H", "H", "H", "H", "N", "H", "H", "H", "C", "C", "H", "N"],
  "positions_angstrom": [[-0.455, -4.273, -1.090], [0.899, -2.793, -2.498], [-0.380, -3.181, -1.315], [-0.957, 3.184, 1.086], [0.085, 3.030, 0.760], [0.609, -0.773, -0.679], [-0.872, -3.028, 0.766], [-1.326, -2.862, -1.764], [-0.214, -2.510, 0.052], [0.756, 3.838, 1.060], [-0.452, 2.316, -1.076], [0.783, -2.735, 0.453], [1.593, 1.549, 1.125], [0.138, 3.064, -0.723], [-0.220, -0.315, 0.968], [1.097, 2.806, -0.946], [0.415, 1.865, 2.460], [0.514, 1.708, 1.360], [-0.306, -0.953, -0.134], [-1.198, -0.717, -0.686], [-0.509, 0.780, 0.822]],
  "nbo_charge": [0.183, -0.689, -0.533, 0.187, -0.216, 0.243, 0.186, 0.178, -0.427, 0.178, 0.374, 0.199, 0.175, -0.839, 0.284, 0.337, 0.153, -0.270, -0.252, 0.214, -0.665]
}

Entry 3:
{
  "formula": "C17H29N5O7",
  "method": "ωB97M-V/def2-TZVPD",
  "orbital_gap_ev": 9.189,
  "lumo_energy_ev": 0.58,
  "smiles": "COCCOCC(=O)NC[C@@]1(OC)CCN(C(=O)CCCn2c(O)nnc2O)C1",
  "species": ["H", "N", "O", "H", "H", "C", "H", "O", "C", "H", "C", "O", "C", "H", "O", "C", "C", "C", "N", "N", "O", "C", "H", "H", "C", "H", "O", "O", "H", "H", "H", "C", "H", "C", "H", "N", "H", "H", "H", "C", "C", "H", "C", "H", "H", "N", "H", "C", "H", "H", "C", "H", "H", "H", "H", "C", "H", "H"],
  "positions_angstrom": [[-1.515, 3.580, -2.148], [1.482, 5.161, 1.549], [-2.710, 2.958, -0.582], [-2.095, 1.973, 3.850], [-2.988, 7.656, -0.933], [-3.192, 4.418, 4.044], [-6.898, 2.532, 2.673], [-0.686, 5.794, 0.909], [-2.975, 3.438, 6.205], [-1.329, 5.578, 0.206], [-3.932, 3.084, 3.984], [-2.781, 5.695, -1.397], [-4.152, 2.765, 5.473], [1.697, 4.253, 4.127], [3.562, 4.100, 1.585], [-1.767, 1.969, -0.219], [1.635, 5.933, 2.775], [-3.375, 4.636, -2.123], [-2.836, 2.283, 1.939], [0.648, 4.260, -0.284], [-0.949, 1.040, 1.816], [-5.980, 2.181, 3.137], [-0.538, 4.204, 3.068], [-6.219, 1.757, 4.117], [-3.060, 2.013, 3.339], [-3.322, 4.067, 7.027], [-0.260, 3.928, 6.080], [-5.126, 3.305, 3.249], [-3.516, 1.028, 3.479], [-3.512, 2.815, 1.412], [-0.752, 2.278, -0.482], [-0.348, 4.902, 3.890], [-4.407, 4.479, -1.782], [1.139, 5.182, 4.003], [-3.401, 4.881, -3.192], [-2.307, 4.246, 5.182], [-5.107, 3.191, 5.781], [-2.256, 2.731, 6.615], [-2.653, 4.634, 3.125], [0.422, 5.079, 0.688], [-0.945, 4.308, 5.146], [1.080, 6.863, 2.641], [-1.796, 1.728, 1.275], [-3.920, 5.216, 4.220], [-0.882, 5.819, 3.633], [1.933, 3.740, -0.083], [-5.545, 1.398, 2.509], [-3.511, 6.898, -1.511], [-4.527, 6.782, -1.117], [2.691, 6.181, 2.867], [2.374, 4.289, 0.995], [-3.573, 7.224, -2.555], [-2.933, 2.605, -2.610], [-4.182, 1.692, 5.665], [1.337, 5.786, 4.890], [-2.568, 3.382, -1.925], [4.031, 3.433, 1.067], [-1.984, 1.015, -0.715]],
  "nbo_charge": [0.204, -0.416, -0.558, 0.237, 0.197, -0.230, 0.199, -0.687, -0.224, 0.529, 0.263, -0.560, -0.447, 0.228, -0.665, -0.167, -0.209, -0.076, -0.633, -0.392, -0.628, -0.255, 0.232, 0.171, -0.262, 0.201, -0.628, -0.544, 0.198, 0.426, 0.235, -0.504, 0.174, -0.404, 0.174, -0.439, 0.222, 0.232, 0.228, 0.615, 0.699, 0.213, 0.660, 0.205, 0.224, -0.368, 0.170, -0.246, 0.170, 0.227, 0.609, 0.170, 0.172, 0.218, 0.225, -0.085, 0.508, 0.188]
}

Entry 4:
{
  "formula": "C36H48FN3O13S",
  "method": "ωB97M-V/def2-TZVPD",
  "orbital_gap_ev": 8.784,
  "lumo_energy_ev": -0.86,
  "smiles": "COCCCC[C@]1(C[C@@H](C)F)OS(=O)(=O)O[C@@H]1CCCCCCOC(C)=O.O=[N+]([O-])c1ccccc1.O=[N+]([O-])c1ccccc1.O=[N+]([O-])c1ccccc1",
  "species": ["C", "H", "H", "H", "N", "C", "O", "O", "N", "C", "H", "H", "C", "C", "H", "C", "H", "C", "H", "H", "O", "O", "H", "H", "H", "O", "H", "O", "N", "O", "C", "H", "C", "H", "H", "C", "C", "O", "H", "C", "S", "O", "H", "C", "C", "C", "H", "H", "H", "C", "H", "H", "C", "H", "C", "H", "C", "H", "H", "H", "H", "H", "C", "H", "C", "C", "H", "C", "C", "C", "C", "C", "H", "C", "H", "C", "C", "O", "C", "H", "F", "O", "H", "H", "C", "O", "H", "H", "H", "H", "H", "O", "H", "H", "H", "H", "C", "C", "H", "C", "C", "H"],
  "positions_angstrom": [[-0.939, 2.817, -0.147], [1.035, -5.054, -10.796], [-1.098, -2.885, -7.777], [-4.008, 0.971, 1.323], [-0.518, 1.692, 4.648], [7.019, -1.535, 9.027], [0.489, 5.820, -1.249], [-3.449, -3.095, -7.404], [-3.479, -3.970, -8.249], [1.452, 0.417, 0.348], [2.060, 0.678, -0.517], [-3.552, 0.151, -4.248], [0.758, -3.445, -2.824], [-2.921, 1.172, -0.543], [-4.735, 3.799, 1.400], [-2.226, -4.259, -8.970], [10.019, -0.307, 9.997], [-2.727, -0.474, -3.895], [-2.862, -0.560, -2.810], [-2.868, 3.301, -0.958], [-0.928, 2.807, 4.393], [-4.462, -4.625, -8.528], [-3.169, -5.695, -10.246], [-5.306, 1.958, -1.138], [-0.467, 0.607, -1.796], [-0.758, 4.251, 0.140], [2.715, -0.749, 6.822], [-0.703, 3.882, -2.195], [4.759, -0.878, 9.741], [1.141, -4.065, -5.096], [0.424, -3.530, -4.299], [-0.578, -0.456, -3.915], [-2.246, -5.199, -9.985], [0.563, -0.119, 0.012], [-0.991, 1.193, 1.287], [2.302, 0.223, 6.585], [-5.468, 1.426, -0.189], [-6.033, 2.301, 0.762], [0.813, 3.698, 5.768], [-1.204, 1.582, -3.570], [-0.738, 5.109, -1.196], [-1.977, 5.780, -1.381], [1.020, -3.395, -8.964], [-2.450, 2.598, -0.236], [8.394, -1.377, 9.098], [6.747, 0.228, 10.672], [0.874, 2.984, -1.273], [-5.277, 3.927, -0.291], [0.329, -4.296, -2.292], [-0.394, 2.083, 1.081], [6.568, -2.268, 8.377], [-2.123, 0.448, -0.350], [1.072, 1.668, 1.139], [-0.571, 2.768, 1.912], [-1.400, 0.202, -4.219], [6.089, 0.836, 11.274], [0.670, 1.578, 5.511], [1.310, 1.497, 2.192], [-1.053, -6.207, -11.444], [3.771, 1.289, 7.723], [-6.226, 0.664, -0.372], [-6.402, 4.280, 1.032], [1.175, 0.320, 5.786], [-3.164, 1.084, -1.604], [-5.578, 3.638, 0.721], [-0.239, 1.501, -2.380], [-1.316, 0.284, -5.306], [0.110, -4.826, -10.281], [-1.074, -3.598, -8.588], [8.945, -0.426, 9.947], [-1.061, -5.477, -10.646], [-4.156, 0.753, 0.262], [-2.159, 2.021, -3.275], [6.224, -0.725, 9.817], [-2.629, -1.842, -5.566], [-0.164, 2.719, -1.469], [-2.853, -1.870, -4.500], [4.077, -0.138, 10.421], [8.124, 0.373, 10.733], [-3.870, -2.242, -4.374], [1.881, 2.732, 0.735], [-0.706, -2.911, -4.728], [9.036, -1.999, 8.488], [-2.831, 2.898, 0.744], [0.105, -3.892, -9.255], [-1.011, 0.665, 4.220], [8.555, 1.110, 11.395], [-0.779, 2.260, -4.310], [2.019, -0.273, 0.971], [2.828, 3.514, 7.209], [0.763, 1.354, -2.789], [4.318, -1.732, 8.995], [1.839, -3.495, -2.729], [-2.308, -3.878, -3.867], [-4.274, -0.328, 0.158], [0.692, -0.558, 5.383], [-1.881, -2.873, -3.895], [2.894, 1.371, 7.095], [-1.619, -2.587, -2.873], [1.241, 2.736, 6.007], [2.366, 2.623, 6.808], [0.391, -2.530, -2.362]],
  "mulliken_charge": [2.006, 0.379, 0.417, 0.427, 1.117, -0.389, -0.645, -0.611, 0.981, -1.330, 0.343, 0.516, -0.737, 0.296, 0.218, 0.176, 0.379, -0.380, 0.034, 0.622, -0.637, -0.607, 0.460, 0.442, -0.025, -0.403, 0.390, -0.493, 1.016, -0.579, 0.694, 0.012, -0.476, 0.223, 0.546, -0.475, -0.677, -0.474, 0.468, -0.760, 1.176, -0.588, 0.389, -1.650, -0.408, -0.396, 1.240, 0.264, 0.310, -1.474, 0.448, 0.426, 0.381, 0.378, -0.399, 0.451, 0.124, 0.350, 0.371, 0.371, 0.334, 0.308, -0.362, -0.144, -0.604, -1.616, 0.490, -0.437, -0.141, -0.438, -0.399, -1.241, 0.459, 0.194, 0.097, -0.171, -0.919, -0.580, -0.407, 0.577, -0.413, -0.144, 0.371, 0.148, -0.548, -0.620, 0.372, 0.465, 0.389, 0.378, 0.651, -0.605, 0.334, 0.504, 0.538, 0.480, -0.568, -0.243, 0.288, -0.371, -0.619, -0.014]
}

What did the third record say?
{
  "formula": "C17H29N5O7",
  "method": "ωB97M-V/def2-TZVPD",
  "orbital_gap_ev": 9.189,
  "lumo_energy_ev": 0.58,
  "smiles": "COCCOCC(=O)NC[C@@]1(OC)CCN(C(=O)CCCn2c(O)nnc2O)C1",
  "species": ["H", "N", "O", "H", "H", "C", "H", "O", "C", "H", "C", "O", "C", "H", "O", "C", "C", "C", "N", "N", "O", "C", "H", "H", "C", "H", "O", "O", "H", "H", "H", "C", "H", "C", "H", "N", "H", "H", "H", "C", "C", "H", "C", "H", "H", "N", "H", "C", "H", "H", "C", "H", "H", "H", "H", "C", "H", "H"],
  "positions_angstrom": [[-1.515, 3.580, -2.148], [1.482, 5.161, 1.549], [-2.710, 2.958, -0.582], [-2.095, 1.973, 3.850], [-2.988, 7.656, -0.933], [-3.192, 4.418, 4.044], [-6.898, 2.532, 2.673], [-0.686, 5.794, 0.909], [-2.975, 3.438, 6.205], [-1.329, 5.578, 0.206], [-3.932, 3.084, 3.984], [-2.781, 5.695, -1.397], [-4.152, 2.765, 5.473], [1.697, 4.253, 4.127], [3.562, 4.100, 1.585], [-1.767, 1.969, -0.219], [1.635, 5.933, 2.775], [-3.375, 4.636, -2.123], [-2.836, 2.283, 1.939], [0.648, 4.260, -0.284], [-0.949, 1.040, 1.816], [-5.980, 2.181, 3.137], [-0.538, 4.204, 3.068], [-6.219, 1.757, 4.117], [-3.060, 2.013, 3.339], [-3.322, 4.067, 7.027], [-0.260, 3.928, 6.080], [-5.126, 3.305, 3.249], [-3.516, 1.028, 3.479], [-3.512, 2.815, 1.412], [-0.752, 2.278, -0.482], [-0.348, 4.902, 3.890], [-4.407, 4.479, -1.782], [1.139, 5.182, 4.003], [-3.401, 4.881, -3.192], [-2.307, 4.246, 5.182], [-5.107, 3.191, 5.781], [-2.256, 2.731, 6.615], [-2.653, 4.634, 3.125], [0.422, 5.079, 0.688], [-0.945, 4.308, 5.146], [1.080, 6.863, 2.641], [-1.796, 1.728, 1.275], [-3.920, 5.216, 4.220], [-0.882, 5.819, 3.633], [1.933, 3.740, -0.083], [-5.545, 1.398, 2.509], [-3.511, 6.898, -1.511], [-4.527, 6.782, -1.117], [2.691, 6.181, 2.867], [2.374, 4.289, 0.995], [-3.573, 7.224, -2.555], [-2.933, 2.605, -2.610], [-4.182, 1.692, 5.665], [1.337, 5.786, 4.890], [-2.568, 3.382, -1.925], [4.031, 3.433, 1.067], [-1.984, 1.015, -0.715]],
  "nbo_charge": [0.204, -0.416, -0.558, 0.237, 0.197, -0.230, 0.199, -0.687, -0.224, 0.529, 0.263, -0.560, -0.447, 0.228, -0.665, -0.167, -0.209, -0.076, -0.633, -0.392, -0.628, -0.255, 0.232, 0.171, -0.262, 0.201, -0.628, -0.544, 0.198, 0.426, 0.235, -0.504, 0.174, -0.404, 0.174, -0.439, 0.222, 0.232, 0.228, 0.615, 0.699, 0.213, 0.660, 0.205, 0.224, -0.368, 0.170, -0.246, 0.170, 0.227, 0.609, 0.170, 0.172, 0.218, 0.225, -0.085, 0.508, 0.188]
}